Record 1
92
Properties=species:S:1:pos:R:3:lowdin_charge:R:1 method="wB97M-V/def2-TZVPD" homo_energy_ha=-0.329 lumo_energy_ev=-1.1 orbital_gap_ev=7.848 smiles="CC(C)[C@H](C)CO[C@@H]1OC(=O)O[C@H]1CC(=O)c1ccccc1.O=C1c2ccccc2C(=O)c2ccccc21.O=C1c2ccccc2C(=O)c2ccccc21" total_charge=0
O 3.215 5.047 -2.841 0.044
O 0.756 -5.049 -2.437 0.093
O -4.473 -6.128 -2.421 0.095
O -3.464 1.623 8.140 0.097
O 0.607 1.584 4.686 0.086
O 0.043 3.032 -0.072 -0.109
O 0.673 5.350 -2.978 -0.015
O 1.623 4.456 -1.014 -0.015
O -0.835 1.320 -4.249 -0.083
C -1.084 3.811 -3.667 -0.051
C -0.443 -8.976 -1.607 -0.060
C 2.018 1.335 -5.358 -0.002
C 3.377 1.248 -6.272 -0.059
C -1.430 -4.213 -2.620 -0.087
C -1.582 2.299 5.147 -0.082
C -3.847 2.940 5.705 0.007
C -2.541 1.589 7.334 -0.278
C 0.903 0.075 7.022 0.007
C -3.720 -3.476 -2.885 0.006
C 4.382 0.129 0.284 -0.116
C 0.575 1.713 0.326 -0.154
C 0.999 -0.628 8.224 -0.057
C -2.795 -4.500 -2.644 -0.088
C -0.445 -5.291 -2.403 -0.279
C -0.314 4.426 -2.358 -0.159
C -1.200 0.149 8.857 0.007
C -3.277 -2.167 -3.080 -0.051
C -3.274 -5.875 -2.397 -0.279
C -2.734 -8.234 -1.820 0.006
C -2.655 2.286 6.037 -0.085
C 2.210 1.628 0.409 -0.284
C -1.810 -9.249 -1.563 -0.059
C 3.747 2.524 -7.267 -0.052
C -1.913 -1.876 -3.032 -0.047
C 0.571 3.455 -1.379 -0.209
C 1.965 4.994 -2.369 -0.234
C -0.337 1.570 5.466 -0.276
C -0.250 0.818 6.733 -0.085
C 2.063 -1.087 -0.102 -0.122
C 2.759 3.860 -7.269 -0.058
C -3.957 3.616 4.488 -0.056
C -2.875 3.650 3.608 -0.054
C -1.305 0.844 7.644 -0.086
C -0.314 2.569 -4.409 -0.215
C -2.290 -6.938 -2.113 -0.086
C -0.989 -2.898 -2.809 0.009
C 1.395 3.972 -6.331 0.001
C -0.924 -6.661 -2.136 -0.086
C 0.002 -7.684 -1.893 0.005
C 2.714 2.632 1.633 -0.080
C 1.013 2.672 -5.371 -0.072
C -1.688 2.992 3.935 0.009
C 2.782 0.102 0.769 -0.345
C -0.049 -0.585 9.144 -0.058
H -3.800 -8.457 -1.787 0.121
H 1.738 0.430 -4.643 0.098
H -1.338 4.663 -4.432 0.135
H 1.070 -7.477 -1.920 0.121
H 1.179 -1.611 0.461 0.085
H 4.405 0.248 -0.900 0.094
H 1.727 0.039 6.311 0.121
H 2.883 -1.920 -0.285 0.084
H 0.074 -2.665 -2.778 0.116
H 1.738 3.114 2.106 0.083
H 3.278 1.977 2.439 0.086
H 1.738 -0.682 -1.152 0.077
H 4.077 0.297 -6.224 0.089
H -1.569 -0.854 -3.171 0.085
H 0.029 -1.127 10.084 0.108
H 3.061 4.750 -7.997 0.087
H -0.850 3.018 3.240 0.106
H -2.958 4.184 2.665 0.108
H -4.694 2.922 6.389 0.122
H 2.774 1.948 -0.568 0.130
H 4.930 1.081 0.708 0.080
H 3.399 3.509 1.269 0.086
H 0.277 -9.768 -1.414 0.107
H -1.164 4.886 -1.678 0.180
H 0.693 4.915 -6.310 0.094
H 2.659 -0.068 1.921 0.134
H 4.713 2.512 -7.959 0.091
H -4.886 4.117 4.228 0.108
H 0.076 0.860 -0.331 0.134
H 4.940 -0.862 0.626 0.089
H -2.016 0.174 9.577 0.122
H -2.157 -10.254 -1.330 0.107
H -2.120 3.383 -3.279 0.141
H 0.176 1.520 1.433 0.144
H 1.892 -1.209 8.444 0.108
H -4.786 -3.694 -2.919 0.121
H -3.996 -1.372 -3.263 0.109
H 1.228 2.670 -1.989 0.187

Record 2
98
Properties=species:S:1:pos:R:3:lowdin_spin:R:1 method="wB97M-V/def2-TZVPD" homo_energy_ha="-0.142 / -0.158" lumo_energy_ev="2.2 / 2.2" spin_multiplicity=3 e_above_lowest_kcal_mol=28.33 orbital_gap_ev="6.081 / 6.529" total_charge=-1
V -0.193 -0.346 -0.478 1.878
S -0.213 3.216 0.736 0.003
S 3.115 -1.253 -1.790 0.003
P 2.979 -0.289 -0.062 0.008
P 1.325 2.014 1.200 0.011
O -1.695 0.527 0.456 -0.003
O 0.094 -1.920 -1.486 0.017
O 1.146 2.389 -2.534 0.002
O 0.695 -3.792 -3.602 -0.001
N -1.589 -1.157 2.011 -0.001
N -2.542 -0.271 -2.368 0.003
N -0.705 1.067 -2.220 0.008
N -0.755 -1.681 1.027 -0.005
N -0.874 3.416 -2.546 0.001
C -3.426 1.988 2.043 0.000
C 0.512 1.133 5.664 0.000
C 0.740 2.442 5.246 0.000
C 5.749 2.481 -1.113 0.000
C 3.418 -3.360 3.386 0.000
C 3.204 -3.795 2.086 0.000
C -3.066 0.693 2.397 -0.001
C -0.222 4.719 -2.556 0.000
C 3.937 5.050 0.354 0.000
C -0.027 -3.755 0.040 0.001
C -3.661 0.085 3.499 0.000
C 3.247 -1.514 1.292 0.003
C 0.125 -5.126 0.286 0.004
C 6.845 1.043 0.464 0.000
C 4.569 1.780 -0.940 0.001
C 2.795 3.119 1.244 -0.001
C -0.561 -2.939 1.103 0.022
C -4.990 2.055 3.870 0.000
C -0.047 2.271 -2.421 0.003
C 3.457 -1.089 2.603 0.001
C -2.848 2.119 -2.490 -0.001
C 2.866 4.172 0.336 0.000
C 3.554 -2.001 3.642 0.000
C 0.657 -5.460 -2.014 0.005
C 1.014 2.708 3.916 0.001
C -4.388 2.666 2.779 0.000
C 4.957 4.886 1.281 0.000
C 6.893 2.114 -0.412 0.000
C 0.503 -4.114 -2.294 -0.002
C -4.622 0.763 4.230 0.000
C 3.132 -2.877 1.044 0.001
C 0.571 0.098 4.746 0.000
C 4.511 0.711 -0.047 -0.002
C 5.658 0.343 0.647 0.000
C -2.211 3.317 -2.530 0.003
C 4.898 3.839 2.187 0.000
C 0.526 -2.472 -4.120 0.000
C 0.867 0.367 3.414 0.000
C -2.015 0.981 -2.357 0.004
C 1.526 0.586 0.268 0.014
C 0.181 -3.212 -1.246 0.008
C 3.819 2.965 2.171 0.000
C 0.483 -5.976 -0.732 -0.001
C 1.084 1.668 2.988 0.004
C -2.035 -0.010 1.593 0.002
H 3.980 5.862 -0.363 0.000
H 0.616 -7.035 -0.552 0.000
H -5.083 0.288 5.087 0.000
H 0.388 -0.923 5.058 0.000
H 1.156 3.730 3.581 0.000
H -3.490 -0.405 -2.063 0.000
H 1.168 -1.751 -3.621 0.000
H -5.738 2.585 4.446 0.000
H 3.094 -4.852 1.875 0.000
H -0.872 5.438 -3.054 0.000
H 3.713 -1.648 4.654 0.000
H 3.479 -4.075 4.197 0.000
H 0.932 -0.437 2.693 0.000
H 5.798 5.569 1.294 0.000
H 3.776 2.165 2.899 0.000
H -3.357 -0.917 3.768 0.000
H 0.926 -6.106 -2.840 0.000
H 3.679 2.047 -1.500 0.001
H -0.047 -5.498 1.290 0.000
H 5.779 3.319 -1.799 0.000
H 0.688 3.256 5.959 0.000
H 3.532 -0.031 2.818 0.000
H 0.797 -2.556 -5.172 0.000
H -0.934 -3.446 1.991 0.001
H 0.283 0.929 6.703 0.000
H -0.514 -2.147 -4.048 0.000
H 5.693 3.697 2.910 0.000
H -0.019 5.026 -1.529 0.000
H 5.639 -0.506 1.318 0.000
H 2.987 -3.207 0.022 0.000
H 7.733 0.742 1.007 0.000
H -1.900 -1.046 -2.271 0.001
H -3.922 2.039 -2.545 0.000
H 7.816 2.663 -0.552 0.000
H 2.065 4.286 -0.385 0.000
H -4.657 3.679 2.509 0.000
H -2.752 4.253 -2.595 0.000
H -2.914 2.456 1.212 0.000
H 0.716 4.631 -3.097 0.000

Record 3
104
Properties=species:S:1:pos:R:3:lowdin_spin:R:1 method="wB97M-V/def2-TZVPD" homo_energy_ha="-0.047 / -0.080" lumo_energy_ev="3.6 / 3.6" spin_multiplicity=2 e_above_lowest_kcal_mol=15.81 orbital_gap_ev="4.910 / 5.799" total_charge=-2
Br 6.554 -2.327 -2.092 0.000
Br 5.999 -6.275 2.208 0.012
Ti -0.520 1.324 0.074 0.033
S -0.198 3.210 -1.900 0.000
Si 1.207 3.879 1.512 0.000
O -0.460 0.119 1.390 0.004
O 2.457 -0.312 0.868 0.000
O 1.257 1.001 -0.512 0.001
N -2.483 2.236 -0.169 0.000
N -0.225 2.912 1.256 0.000
N -1.071 0.406 -2.039 0.000
N -0.042 -6.168 2.948 0.266
N 0.277 -1.873 -0.310 0.015
N -6.800 1.773 -0.977 0.000
N -2.642 -0.395 -0.002 0.003
N -0.400 0.817 -3.171 0.000
N -0.768 -5.115 3.277 0.295
N 0.693 2.469 -4.270 0.000
N -5.107 5.826 -0.293 0.000
C -0.582 1.796 -6.297 0.000
C 3.266 0.081 -1.322 0.000
C -0.574 -3.863 2.750 0.020
C -0.088 -2.211 0.954 -0.002
C -3.257 -0.846 1.082 0.000
C 1.317 -6.075 2.776 0.033
C -1.338 3.382 1.998 0.000
C 5.183 -1.012 -2.229 0.000
C -3.081 -2.464 -1.089 0.001
C -2.050 -1.240 -3.574 0.000
C 0.390 -4.192 -0.866 0.017
C 2.156 -5.017 3.197 0.057
C -0.418 -1.151 1.841 0.059
C 4.265 -0.880 -1.205 0.000
C -0.187 -3.561 1.388 0.020
C -1.848 -0.598 -2.235 0.000
C 0.713 1.701 -5.498 0.000
C -2.941 5.120 2.527 0.000
C 0.027 -4.549 0.406 -0.003
C 2.265 0.221 -0.202 0.000
C 4.140 0.750 -3.456 0.000
C 4.106 -6.194 2.441 0.066
C 1.209 5.517 0.575 0.000
C -4.954 4.684 -0.378 0.000
C 3.529 -5.082 3.032 -0.003
C -3.078 3.006 3.639 0.000
C 1.294 4.287 3.348 0.000
C -0.807 -1.455 3.124 -0.009
C -3.795 -2.121 1.165 0.001
C 1.951 -7.194 2.192 0.045
C -3.570 4.290 3.444 0.000
C -5.892 2.452 -0.755 0.000
C 3.206 0.897 -2.442 0.000
C -2.560 -1.173 -1.074 0.000
C -3.524 2.717 -0.313 0.000
C -1.838 4.674 1.815 0.000
C 0.005 2.056 -3.152 0.000
C 3.318 -7.256 2.019 -0.001
C -1.976 2.558 2.929 0.000
C 0.529 -2.826 -1.166 -0.008
C 5.137 -0.211 -3.360 0.000
C -3.686 -2.947 0.059 0.000
C 2.811 3.015 1.110 0.000
C -4.783 3.285 -0.484 0.000
C -0.901 -2.776 3.562 0.064
H 4.297 -1.502 -0.321 0.000
H -1.389 5.308 1.062 0.000
H -1.377 -2.097 -3.684 0.000
H -3.297 -0.161 1.922 0.000
H 2.432 1.646 -2.506 0.000
H 4.149 -4.257 3.359 -0.001
H -3.336 6.109 2.330 0.000
H 4.090 1.386 -4.331 0.000
H 3.003 2.976 0.037 0.000
H 2.163 4.926 3.534 0.000
H -3.074 -1.599 -3.672 0.000
H 3.775 -8.125 1.563 -0.001
H -1.594 1.556 3.073 0.000
H -4.252 -2.463 2.083 0.000
H -0.537 1.169 -7.190 0.000
H -1.821 -0.536 -4.367 0.000
H -0.773 2.824 -6.609 0.000
H 1.419 3.371 3.931 0.000
H 2.237 5.811 0.348 0.000
H 0.404 4.803 3.712 0.000
H -4.058 -3.963 0.093 0.000
H 1.731 -4.142 3.666 0.006
H 3.612 3.599 1.573 0.000
H -0.105 -5.589 0.669 0.001
H 0.675 5.431 -0.371 0.000
H 0.577 -4.940 -1.627 0.001
H -3.562 2.341 4.346 0.000
H 2.852 2.005 1.515 0.000
H -1.063 -0.641 3.794 -0.002
H 0.840 -2.510 -2.160 -0.001
H 0.809 3.466 -4.326 0.000
H -1.217 -2.993 4.575 0.006
H 0.753 6.318 1.162 0.000
H -1.421 1.467 -5.683 0.000
H 1.320 -8.020 1.884 0.003
H -4.446 4.632 3.982 0.000
H 1.556 2.056 -6.097 0.000
H -2.975 -3.093 -1.961 0.000
H 0.915 0.663 -5.233 0.000
H 5.869 -0.338 -4.145 0.000

Record 4
116
Properties=species:S:1:pos:R:3:lowdin_charge:R:1 method="wB97M-V/def2-TZVPD" homo_energy_ha=-0.394 lumo_energy_ev=-3.9 e_above_lowest_kcal_mol=10.39 orbital_gap_ev=6.800 total_charge=+1
P -2.650 -3.493 1.289 0.860
O 10.363 1.535 -0.952 0.116
O -7.341 -5.596 6.324 0.118
O 1.983 1.971 0.075 0.102
O -1.118 1.719 -0.208 0.142
O -4.385 7.393 -5.191 0.086
O -5.349 8.472 -10.270 0.116
O -3.834 9.824 -6.040 0.120
O -3.852 5.191 -1.296 0.127
O 8.965 -0.782 2.880 0.119
O -5.968 1.421 -4.645 0.130
O 7.653 -6.227 -0.873 0.120
O -5.517 -4.194 5.062 0.086
O -8.997 -2.152 2.673 0.124
O -4.357 2.113 4.160 0.131
O -10.843 -3.499 4.003 0.133
O 10.431 -0.665 -2.383 0.130
O -1.270 3.952 1.155 0.134
O 6.690 -3.905 3.985 0.121
O 9.103 -2.990 1.461 0.104
O -5.352 3.827 -5.519 0.109
O 3.806 3.226 -1.420 0.130
O 5.062 -1.181 1.575 0.091
O 6.916 0.083 0.165 0.131
O -4.185 -0.134 2.833 0.039
O 5.976 -4.209 -0.636 0.097
O -4.397 2.749 -0.438 0.092
O -5.966 6.072 -9.399 0.126
O 8.417 -5.872 3.745 0.120
N -1.203 -2.799 1.598 -0.190
N -3.928 -3.039 2.152 -0.096
C -1.919 1.741 0.824 -0.250
C 6.879 -4.417 2.781 -0.253
C -6.794 -3.986 4.742 -0.240
C -7.785 -4.811 5.510 -0.316
C 5.800 0.549 0.086 -0.279
C -4.565 9.281 -8.197 0.079
C 7.477 -5.715 0.336 -0.244
C 10.080 -0.773 -1.119 -0.239
C -5.452 2.272 -3.782 -0.236
C 2.353 -4.174 1.912 -0.067
C 9.769 -1.942 -0.541 0.082
C -3.493 0.780 2.381 -0.296
C -7.170 -3.111 3.809 0.067
C 4.706 -0.123 0.872 -0.217
C -5.123 8.278 -9.093 -0.312
C -3.548 2.088 3.114 -0.234
C -4.638 7.604 -6.366 -0.297
C 9.392 -1.971 0.858 -0.300
C -8.584 -2.921 3.514 -0.309
C -5.445 6.920 -8.532 -0.235
C -5.131 3.632 -4.340 -0.290
C 7.873 -5.541 2.712 -0.321
C 6.240 -3.972 1.694 0.041
C -4.580 4.636 -3.449 0.091
C 8.116 -6.167 1.422 0.080
C 4.190 2.171 -0.722 -0.234
C -4.353 4.328 -2.166 -0.228
C -9.580 -3.728 4.302 -0.239
C -9.197 -4.615 5.235 0.084
C 5.452 1.715 -0.716 0.093
C -4.337 8.969 -6.915 -0.241
C 3.451 0.339 0.857 0.072
C -5.221 1.965 -2.497 0.074
C 1.233 -3.146 1.793 -0.253
C 9.342 -0.674 1.616 -0.260
C 9.654 0.495 1.042 0.060
C 10.053 0.524 -0.356 -0.317
C -2.829 3.148 2.729 0.088
C -1.965 3.049 1.568 -0.320
C 3.108 1.509 0.082 -0.311
C -2.648 0.677 1.216 0.048
C 6.503 -4.575 0.403 -0.315
C -5.213 6.609 -7.249 0.079
C -4.650 2.962 -1.613 -0.297
C -0.093 -3.800 1.730 -0.286
H -4.370 5.613 -3.867 0.111
H -5.446 0.992 -2.084 0.132
H -10.849 -2.821 3.299 0.128
H -6.028 1.896 -5.499 0.128
H 7.274 -4.410 4.587 0.127
H -2.486 -4.865 1.408 0.053
H -2.628 -0.261 0.678 0.113
H -4.767 1.231 4.230 0.121
H -6.455 -2.512 3.261 0.113
H 1.293 -2.467 2.625 0.109
H -6.022 6.552 -10.250 0.124
H 3.007 -4.126 1.064 0.071
H -0.252 -4.491 2.541 0.117
H 1.382 -2.565 0.915 0.103
H 5.527 -3.161 1.732 0.099
H -0.108 -4.385 0.826 0.114
H -4.352 10.258 -8.605 0.137
H 1.957 -5.167 1.995 0.071
H 6.240 2.184 -1.287 0.141
H 10.606 0.284 -2.542 0.127
H 8.821 -6.984 1.384 0.140
H -3.999 -2.026 2.318 0.036
H -1.259 -2.159 2.382 0.106
H -3.787 4.725 -0.441 0.111
H 2.924 -4.001 2.800 0.074
H -2.991 -3.256 -0.030 0.037
H 2.854 3.348 -1.243 0.123
H -9.905 -5.201 5.803 0.140
H -5.526 -4.875 5.766 0.123
H 7.080 -5.716 -1.476 0.121
H -3.769 9.344 -5.192 0.120
H 9.623 1.432 1.578 0.140
H 8.804 -1.732 3.041 0.115
H 6.025 -1.321 1.443 0.114
H 9.787 -2.880 -1.078 0.137
H -5.437 5.639 -6.829 0.106
H 2.658 -0.122 1.417 0.122
H -4.071 -3.584 2.996 0.062
H -0.703 2.605 -0.273 0.127
H -2.865 4.093 3.252 0.144